The following is a quantum chemistry calculation of a cluster of 16 separate species, C72H192N16O20 in total, from OMol25.

XYZ file:
```
300
Properties=species:S:1:pos:R:3
C 16.838 -24.845 -16.245
H 27.997 -26.198 -2.042
C 22.489 -34.646 -7.883
H 26.638 -27.053 -1.618
H 25.269 -28.608 -13.112
C 27.052 -27.085 -3.707
H 21.201 -21.714 -3.550
C 21.578 -35.903 -8.001
H 30.014 -28.725 -16.642
H 20.793 -24.687 -3.232
C 24.164 -24.015 -11.644
C 24.253 -21.633 -3.951
N 20.305 -35.563 -8.546
H 32.387 -32.065 -12.527
H 26.978 -34.261 -14.628
H 11.699 -23.813 -8.208
H 23.661 -27.917 -17.513
H 13.735 -27.873 -5.200
C 18.832 -30.881 -11.958
H 14.008 -32.801 -6.874
C 13.061 -25.593 -6.944
C 15.374 -24.119 -19.540
H 25.732 -35.622 -12.082
H 32.158 -35.739 -11.508
H 14.531 -22.323 -18.760
H 16.184 -24.483 -20.171
H 32.322 -33.568 -11.503
H 22.486 -22.496 -5.803
H 27.434 -32.368 -5.339
N 17.270 -30.568 -9.941
H 13.531 -25.050 -4.771
H 13.165 -22.947 -8.906
H 31.019 -33.103 -12.610
H 23.113 -36.171 -5.692
C 23.464 -35.143 -5.776
H 17.047 -18.780 -7.862
N 14.091 -24.450 -20.162
C 16.975 -19.835 -7.598
H 15.918 -29.940 -0.197
H 23.233 -37.027 -8.965
N 32.791 -24.450 -15.969
H 25.394 -23.680 -19.882
H 26.314 -25.511 -2.430
C 18.314 -31.367 -10.598
C 15.465 -24.847 -18.194
H 32.330 -37.923 -11.696
O 25.618 -26.933 -17.877
H 13.356 -26.434 -7.572
H 28.568 -33.306 -2.844
H 15.560 -25.081 -6.119
O 16.655 -24.366 -17.555
H 27.480 -23.104 -10.880
C 20.295 -29.417 -13.140
H 27.176 -26.356 -5.643
C 24.430 -40.260 -14.658
H 18.625 -25.902 -10.883
H 26.351 -27.404 -12.707
C 31.760 -27.813 -9.425
N 32.321 -37.476 -12.602
C 34.060 -27.998 -9.533
H 27.118 -24.844 -18.526
C 28.733 -32.471 -7.716
H 27.645 -32.533 -7.704
H 28.639 -30.696 -6.562
H 29.045 -31.959 -8.626
H 24.167 -29.747 -4.576
C 32.360 -35.236 -13.656
H 21.894 -33.808 -7.523
H 25.038 -25.224 -9.453
H 33.296 -24.683 -16.812
H 19.124 -30.318 -2.103
C 18.868 -26.067 -9.834
C 14.854 -33.487 -6.906
H 25.771 -39.920 -12.565
H 28.455 -39.767 -14.084
H 15.142 -31.799 -8.809
C 16.099 -32.223 -8.504
N 25.841 -24.878 -9.959
C 31.000 -29.009 -16.276
H 15.007 -20.738 -2.587
H 30.754 -31.110 -5.600
H 19.747 -36.381 -8.345
C 17.128 -31.127 -8.572
H 14.023 -24.226 -21.144
H 17.135 -19.839 -1.509
H 16.875 -28.622 -0.910
H 31.825 -26.954 -10.093
C 29.084 -31.684 -6.449
C 19.201 -20.546 -8.274
H 27.883 -27.790 -3.729
H 23.088 -28.583 -3.681
C 34.174 -36.018 -12.013
H 33.879 -28.541 -10.461
N 30.539 -31.665 -6.416
H 21.883 -23.799 -2.078
H 21.472 -36.393 -7.033
C 25.981 -34.691 -14.534
H 30.782 -24.607 -14.259
C 21.274 -22.740 -3.908
H 19.078 -25.078 -9.426
H 27.242 -24.073 -16.381
N 13.190 -27.070 -4.919
H 28.144 -39.830 -12.349
H 17.571 -29.604 -9.950
H 24.775 -23.093 -18.537
O 23.684 -34.754 -7.139
N 27.654 -38.042 -13.297
H 16.192 -31.144 -3.571
H 24.443 -24.707 -12.439
C 25.395 -23.757 -10.715
O 16.030 -32.702 -7.163
H 23.466 -21.131 -3.387
C 20.713 -27.089 -8.674
C 26.215 -24.248 -16.702
H 24.931 -26.885 -4.078
H 18.779 -21.239 -9.001
H 20.199 -20.830 -7.940
H 19.421 -19.620 -8.805
C 24.555 -29.367 -10.796
H 25.098 -21.691 -3.265
H 19.403 -31.706 -12.384
H 34.891 -36.367 -12.756
C 35.573 -28.118 -7.509
H 31.627 -28.689 -10.060
O 23.823 -22.969 -4.253
H 35.558 -27.037 -7.647
N 20.109 -22.803 -4.751
O 16.992 -20.837 -3.414
H 23.970 -40.247 -15.647
H 26.625 -41.255 -13.199
O 32.710 -33.817 -13.565
C 24.697 -28.034 -17.832
H 22.159 -28.361 -10.570
H 36.601 -27.927 -10.052
C 13.710 -25.834 -5.507
H 25.528 -34.686 -15.526
H 34.354 -36.527 -11.066
H 20.918 -28.536 -12.983
H 31.630 -29.366 -17.090
O 23.745 -22.776 -12.245
H 20.276 -35.305 -9.522
N 16.005 -19.084 -5.410
O 32.970 -28.049 -8.670
H 30.844 -27.679 -8.850
C 23.703 -29.195 -9.530
H 14.898 -34.087 -5.997
C 17.908 -28.928 1.328
H 23.828 -39.584 -14.050
H 24.395 -21.047 -4.859
H 15.574 -26.879 -6.043
H 34.931 -29.722 -8.619
C 25.709 -27.648 -4.083
H 25.964 -37.826 -12.051
H 23.369 -24.512 -11.089
C 15.312 -22.654 -19.445
H 30.732 -26.363 -16.466
H 17.954 -32.370 -10.829
H 25.106 -28.794 -17.168
H 11.975 -25.647 -6.881
C 28.426 -32.226 -2.862
H 34.245 -26.943 -9.736
O 25.246 -28.214 -11.141
H 17.969 -30.649 -12.583
C 16.871 -29.683 -0.660
H 16.575 -20.440 -8.411
H 16.026 -24.624 -15.553
C 15.167 -19.371 -4.263
H 19.545 -29.200 -13.901
H 34.387 -34.963 -11.841
H 21.276 -26.166 -8.811
N 25.648 -23.391 -18.948
H 18.353 -30.699 -3.588
H 25.321 -34.080 -13.918
C 15.552 -20.661 -3.528
H 25.169 -25.967 -19.683
C 31.539 -25.377 -14.108
H 25.906 -25.130 -16.141
H 16.834 -25.935 -16.238
C 26.108 -24.563 -18.228
H 27.419 -35.241 -12.511
H 18.075 -31.429 -8.124
H 16.916 -19.043 -4.976
H 30.916 -31.220 -7.241
H 22.578 -23.443 -13.854
H 26.823 -28.990 -12.214
H 15.123 -18.533 -3.567
C 25.954 -28.338 -12.309
H 34.938 -28.350 -6.654
H 25.727 -27.933 -5.135
H 21.737 -37.915 -8.678
H 31.325 -37.394 -12.751
N 36.442 -28.848 -9.669
H 24.282 -41.288 -14.327
N 15.941 -30.613 -2.749
H 16.239 -22.340 -18.966
H 17.963 -29.137 -3.004
H 23.854 -30.047 -2.975
H 17.944 -26.410 -9.367
C 32.408 -25.702 -15.301
H 14.641 -34.244 -7.661
O 26.074 -35.976 -13.994
C 22.146 -36.949 -8.975
H 32.348 -26.833 -17.175
H 15.203 -31.119 -2.280
H 20.212 -23.438 -2.151
C 25.184 -25.787 -18.608
H 22.706 -34.612 -5.200
H 22.228 -21.837 -13.274
C 21.780 -28.191 -8.575
C 16.001 -20.156 -6.449
H 20.098 -22.195 -5.558
C 17.072 -30.641 -1.853
O 13.566 -24.325 -7.442
H 20.191 -27.127 -7.717
C 17.577 -19.871 -2.505
O 18.238 -20.388 -7.216
H 14.638 -24.656 -17.511
H 28.742 -33.373 -5.081
H 30.969 -26.284 -13.908
C 26.427 -40.200 -13.389
H 30.728 -29.939 -15.777
H 31.301 -35.312 -13.903
C 12.737 -23.878 -8.534
H 21.790 -36.885 -10.003
O 25.813 -40.029 -14.685
C 32.697 -36.096 -12.385
O 19.688 -29.794 -11.903
O 19.819 -27.117 -9.755
H 29.172 -33.468 -7.667
C 26.572 -23.099 -11.482
H 14.127 -19.474 -4.574
C 28.514 -32.313 -5.199
C 26.981 -26.372 -2.397
C 22.551 -22.828 -12.955
H 32.101 -25.193 -13.192
C 18.205 -30.144 -2.662
H 33.321 -26.196 -14.969
H 12.768 -24.566 -9.378
H 23.956 -29.741 -11.626
N 27.381 -26.024 -4.711
N 22.675 -28.231 -9.711
H 17.191 -31.649 -1.457
H 16.598 -30.374 -7.990
H 17.750 -24.392 -15.857
H 26.735 -25.255 -4.604
C 31.741 -26.727 -16.276
C 26.591 -35.930 -12.677
H 24.387 -28.925 -8.726
O 31.736 -27.990 -15.570
H 17.142 -29.174 2.063
H 16.407 -33.059 -9.132
H 27.353 -32.034 -2.845
H 27.192 -37.767 -14.152
C 21.053 -23.730 -2.781
H 13.870 -25.417 -19.970
H 19.327 -22.449 -4.219
H 24.398 -35.106 -5.216
H 27.460 -37.349 -11.283
C 26.937 -37.371 -12.239
H 13.486 -27.114 -3.955
H 26.772 -23.591 -12.434
H 14.965 -20.172 -6.786
H 25.361 -30.040 -10.501
H 15.729 -25.773 -4.641
H 18.628 -20.117 -2.352
H 17.901 -27.875 1.044
H 36.283 -29.437 -10.473
H 24.634 -28.491 -18.820
H 26.147 -25.640 -10.547
C 22.535 -23.048 -4.864
O 25.206 -28.671 -3.201
O 17.951 -29.799 0.235
C 35.239 -28.716 -8.904
H 21.342 -29.180 -8.445
H 15.604 -25.904 -18.423
H 32.911 -35.616 -14.516
H 15.166 -22.098 -20.371
H 15.258 -21.519 -4.134
H 24.947 -23.069 -9.998
H 22.855 -34.481 -8.897
C 23.985 -29.201 -3.650
H 17.565 -18.857 -2.906
H 18.841 -29.014 1.884
H 36.565 -28.431 -7.182
H 25.602 -23.404 -16.383
H 28.782 -31.777 -1.935
C 32.100 -33.115 -12.469
H 19.153 -31.532 -9.923
H 22.485 -24.108 -5.115
H 21.801 -23.354 -12.363
H 16.240 -21.145 -6.059
H 26.345 -22.058 -11.713
H 24.147 -25.551 -18.369
H 22.291 -27.780 -7.704
O 28.979 -31.631 -4.044
C 27.745 -39.489 -13.305
H 23.354 -30.213 -9.353
H 20.939 -30.216 -13.506
H 33.473 -23.948 -15.420
C 15.210 -25.962 -5.580
```

Computed properties:
M: 1602.4 u
LUMO energy: -0.093 eV
ΔE to the lowest compared entry with this formula, charge and spin: 502.2 kJ/mol
Kohn-Sham gap: 8.656 eV
Total charge: 0
Highest occupied orbital energy: -8.75 eV
Total energy: -5238.6577 hartree